1.
Below is a structure of composition C3H4N2 in a non-equilibrium geometry, with properties calculated with ωB97M-V/def2-TZVPD.

## Properties
- gap between HOMO and LUMO (eV) = 8.851
- HOMO (Ha) = -0.3546
- maximum force (Eh/bohr) = 0.104
- ΔE to the lowest compared entry with this formula, charge and spin (kJ/mol) = 559.2

Geometry as ORCA input:
```
! wB97M-V def2-TZVPD RIJCOSX def2/J DEFGRID3
* xyz 0 1
C -0.008 -1.005 0.240
C -1.075 -0.326 0.333
C -2.303 0.112 0.153
N -3.454 0.361 -0.020
N 2.630 0.318 0.115
H 3.836 0.010 -0.282
H -4.086 0.913 -0.673
H 2.015 0.048 -0.703
H 2.445 -0.430 0.838
*
```

2.
Below is a cluster of 2 separate species, C9H14OS in total in a non-equilibrium geometry, with properties calculated with ωB97M-V/def2-TZVPD.

## Properties
- gap between HOMO and LUMO (spin up / spin down) (eV) = 7.558 / 3.788
- HOMO (spin up / spin down) (Ha) = -0.4181 / -0.4181
- maximum force (Eh/bohr) = 0.050
- ΔE to the lowest compared entry with this formula, charge and spin (kJ/mol) = 11.6

Geometry as ORCA input:
```
! wB97M-V def2-TZVPD RIJCOSX def2/J DEFGRID3
* xyz 1 2
C 0.853 0.297 -3.447
C 1.129 0.878 -2.058
S 0.861 -1.470 -3.772
H -0.113 0.600 -3.853
H 1.642 0.720 -4.065
H 2.212 0.927 -1.896
H 1.686 -1.904 -2.857
H 0.705 0.331 -1.207
H 0.792 1.914 -2.016
C -2.318 -0.229 -0.102
C 0.567 1.049 1.815
C -0.373 0.909 0.854
C 0.677 0.032 2.838
C -1.260 -0.255 0.904
C -0.148 -1.078 2.824
C -1.206 -1.187 1.930
O 1.719 0.148 3.636
H 1.289 1.849 1.930
H -0.546 1.644 0.091
H 1.876 -0.675 4.088
H 0.054 -1.910 3.485
H -2.622 -1.186 -0.533
H -2.259 0.527 -0.889
H -1.886 -2.016 2.053
H -3.333 0.087 0.248
*
```

3.
Below is a structure of composition C34H33N10O2S2Sr in a non-equilibrium geometry, with properties calculated with ωB97M-V/def2-TZVPD.

## Properties
- gap between HOMO and LUMO (eV) = 5.573
- HOMO (Ha) = -0.3258
- maximum force (Eh/bohr) = 0.057
- ΔE to the lowest compared entry with this formula, charge and spin (kJ/mol) = 0.0

Geometry as ORCA input:
```
! wB97M-V def2-TZVPD RIJCOSX def2/J DEFGRID3
* xyz 1 1
Sr -10.367 -8.842 -12.583
C -9.331 -8.069 -9.072
N -8.685 -8.869 -10.096
C -7.973 -9.948 -9.420
C -7.806 -8.105 -11.000
C -7.332 -6.853 -10.684
C -6.590 -6.102 -11.594
C -6.189 -6.667 -12.760
C -6.607 -7.984 -13.087
C -7.529 -8.665 -12.261
N -8.170 -9.829 -12.623
C -7.690 -10.579 -13.698
C -6.355 -10.898 -13.867
C -5.813 -11.463 -14.995
C -6.691 -11.715 -16.048
C -8.046 -11.505 -15.913
C -8.565 -10.980 -14.731
N -9.956 -10.911 -14.424
C -10.830 -10.982 -15.596
C -10.266 -11.975 -13.437
H -8.666 -7.758 -8.267
H -9.851 -7.208 -9.485
H -10.074 -8.688 -8.567
H -7.118 -9.556 -8.888
H -8.678 -10.443 -8.705
H -7.612 -10.701 -10.115
H -7.600 -6.351 -9.757
H -6.277 -5.099 -11.289
H -5.581 -6.097 -13.471
H -6.300 -8.479 -13.992
H -5.645 -10.688 -13.054
H -4.775 -11.731 -15.012
H -6.343 -12.045 -17.052
H -8.721 -11.778 -16.731
H -10.848 -12.039 -15.929
H -11.821 -10.694 -15.273
H -10.531 -10.284 -16.348
H -10.257 -12.966 -13.839
H -9.622 -11.894 -12.586
H -11.344 -11.792 -13.107
O -8.223 -1.291 -15.127
N -8.636 -2.306 -15.684
O -8.672 -2.495 -16.892
C -9.220 -3.389 -14.756
C -9.876 -2.979 -13.677
C -10.404 -3.938 -12.748
C -11.090 -3.554 -11.640
C -11.599 -4.496 -10.759
C -11.478 -5.828 -11.099
N -10.802 -6.245 -12.142
C -10.249 -5.334 -12.954
C -9.585 -5.742 -14.234
N -9.547 -7.067 -14.467
C -9.017 -7.496 -15.589
C -8.441 -6.601 -16.502
C -8.457 -5.255 -16.285
C -9.082 -4.801 -15.132
H -9.897 -1.928 -13.451
H -11.362 -2.508 -11.546
H -12.104 -4.227 -9.797
H -11.928 -6.605 -10.510
H -9.027 -8.582 -15.848
H -7.976 -7.041 -17.371
H -8.120 -4.584 -17.064
N -10.801 -11.557 -10.100
C -12.053 -11.000 -10.243
N -12.169 -9.954 -11.036
C -13.462 -9.555 -11.115
C -14.372 -10.310 -10.457
S -13.544 -11.622 -9.658
C -13.747 -8.313 -11.911
C -14.569 -7.275 -11.622
S -14.455 -6.096 -12.878
C -13.281 -7.093 -13.706
N -13.040 -8.204 -13.091
N -12.839 -6.796 -14.945
H -9.970 -11.010 -10.366
H -10.619 -12.483 -9.718
H -15.408 -10.185 -10.503
H -15.163 -7.139 -10.715
H -12.857 -5.866 -15.355
H -12.321 -7.526 -15.388
*
```

4.
Below is a cluster of 2 separate species, C3H10N2O2 in total in a non-equilibrium geometry, with properties calculated with ωB97M-V/def2-TZVPD.

## Properties
- gap between HOMO and LUMO (eV) = 10.052
- HOMO (Ha) = -0.3437
- maximum force (Eh/bohr) = 0.066
- ΔE to the lowest compared entry with this formula, charge and spin (kJ/mol) = 140.7

Geometry as ORCA input:
```
! wB97M-V def2-TZVPD RIJCOSX def2/J DEFGRID3
* xyz 0 1
N 0.665 -1.496 -1.454
C -0.269 -0.770 -0.466
C -1.691 -1.236 -0.141
C 0.597 -0.201 0.679
N 1.935 -0.121 0.510
O 0.179 0.346 1.732
H 0.168 -2.402 -1.691
H 0.788 -1.065 -2.360
H -0.454 0.207 -0.992
H -1.756 -1.940 0.713
H -2.177 -0.258 -0.034
H -2.026 -1.666 -1.097
H 2.308 0.509 1.195
H 2.396 -0.659 -0.259
H 0.134 4.025 1.726
H -0.738 3.030 1.096
O -0.058 3.696 0.843
*
```

5.
Below is an isolated molecule of CH7FN3P in a non-equilibrium geometry, with properties calculated with ωB97M-V/def2-TZVPD.

## Properties
- gap between HOMO and LUMO (eV) = 10.208
- HOMO (Ha) = -0.3502
- maximum force (Eh/bohr) = 0.074
- ΔE to the lowest compared entry with this formula, charge and spin (kJ/mol) = 9.5

Geometry as ORCA input:
```
! wB97M-V def2-TZVPD RIJCOSX def2/J DEFGRID3
* xyz 0 1
C 1.459 0.304 -0.953
N -0.788 -1.231 1.797
N -1.287 1.142 0.446
N 1.007 -0.269 0.262
F -1.137 -1.089 -1.056
P -0.599 -0.366 0.545
H 1.426 1.341 -1.097
H 2.532 -0.076 -0.937
H 0.873 -0.081 -1.800
H -1.775 -1.322 1.942
H -2.052 1.370 1.015
H -1.218 1.440 -0.544
H 1.559 -1.164 0.380
*
```

6.
Below is a cluster of 2 separate species, C4H12N2O2 in total in a non-equilibrium geometry, with properties calculated with ωB97M-V/def2-TZVPD.

## Properties
- gap between HOMO and LUMO (eV) = 8.415
- HOMO (Ha) = -0.2848
- maximum force (Eh/bohr) = 0.050
- ΔE to the lowest compared entry with this formula, charge and spin (kJ/mol) = 564.5

Geometry as ORCA input:
```
! wB97M-V def2-TZVPD RIJCOSX def2/J DEFGRID3
* xyz 0 1
C 0.488 0.280 0.386
C -0.876 0.154 0.860
C -0.830 -0.672 -1.841
C 0.940 1.479 -0.391
N -0.346 -0.916 -0.487
N 0.152 -2.238 -0.320
O 1.421 -0.321 1.190
O -0.541 1.686 2.051
H 2.173 0.280 1.286
H -0.654 1.456 2.982
H 1.057 -2.194 0.148
H -0.472 -2.754 0.297
H -1.651 0.769 0.428
H -1.100 -0.553 1.648
H -0.018 -0.768 -2.566
H -1.619 -1.386 -2.094
H -1.253 0.330 -1.908
H 1.103 2.267 0.349
H 0.172 1.842 -1.070
H 1.856 1.260 -0.948
*
```

7.
Below is a cluster of 4 separate species, C3H8S in total in a non-equilibrium geometry, with properties calculated with ωB97M-V/def2-TZVPD.

## Properties
- gap between HOMO and LUMO (eV) = 9.120
- HOMO (Ha) = -0.3135
- maximum force (Eh/bohr) = 0.098
- ΔE to the lowest compared entry with this formula, charge and spin (kJ/mol) = 563.5

Geometry as ORCA input:
```
! wB97M-V def2-TZVPD RIJCOSX def2/J DEFGRID3
* xyz 0 1
C 1.945 -0.064 -0.371
C 0.821 -0.443 0.512
C -1.529 -0.423 -0.826
H 1.291 0.532 -1.526
H 2.464 -1.465 -0.412
H 2.977 0.903 0.191
H 1.220 -0.408 1.631
H 0.248 -1.437 0.249
H -1.339 -1.582 -0.886
H -1.092 0.105 -1.761
H -2.557 -0.063 -0.474
S -0.665 0.562 0.444
*
```